Version a
Formula: C8H9N5
Source: the OMol25 dataset
Level of theory: the ωB97M-V functional and the def2-TZVPD basis

Output
multiplicity: 1
total charge: 0
HOMO: -8.580 eV
SMILES string: C1=Cc2nncn2N2CCCN=C12

Geometry as XYZ:
```
22
C8H9N5, DFT the ωB97M-V functional and the def2-TZVPD basis
N 2.112 -0.102 0.343
N -1.285 0.388 -0.838
N -0.261 0.102 0.131
N -2.243 0.946 -2.736
N -3.219 0.742 -1.759
C -0.477 -0.721 1.309
C -2.624 0.462 -0.655
C 1.043 0.190 -0.389
C 1.314 0.526 -1.790
C -1.088 0.705 -2.162
C 0.641 -0.431 2.321
C 2.008 -0.675 1.712
C 0.275 0.791 -2.657
H 2.322 0.519 -2.156
H 2.151 -1.754 1.697
H -3.173 0.275 0.260
H -0.472 -1.802 1.070
H -1.445 -0.528 1.788
H 0.609 0.630 2.586
H 0.524 -1.046 3.218
H 2.777 -0.253 2.392
H 0.512 1.038 -3.685
```


Version b
Formula: C8H9N5
Source: the OMol25 dataset
Level of theory: the ωB97M-V functional and the def2-TZVPD basis

Output
multiplicity: 1
total charge: 0
HOMO (alpha / beta): -7.417 / -7.410 eV

Geometry as XYZ:
```
22
C8H9N5, DFT the ωB97M-V functional and the def2-TZVPD basis
N -1.761 1.313 -0.165
N -1.754 2.017 0.861
N 0.426 1.653 0.626
N 1.697 1.903 0.810
N 1.974 2.743 1.782
C -0.696 -2.510 -2.071
C -0.942 -1.182 -1.803
C -0.061 -3.288 -1.087
C 0.123 -1.379 0.355
C -0.556 2.281 1.361
C -0.398 0.876 -0.465
C -0.376 -0.616 -0.642
C 0.249 -2.719 0.103
H -0.475 3.091 2.206
H 2.867 2.988 1.896
H -1.419 -0.367 -2.437
H 0.876 -3.343 0.703
H -0.037 1.310 -1.329
H -0.064 -4.305 -1.126
H 0.174 -0.986 1.315
H 1.306 3.550 1.950
H -1.153 -3.029 -2.845
```


On energetic grounds, version a is preferred over the next structure by 78.6 kcal/mol.


Version a
Formula: CH2NO2
Source: the OMol25 dataset
Level of theory: the ωB97M-V functional and the def2-TZVPD basis

Output
multiplicity: 1
total charge: -1
HOMO: -4.252 eV

Geometry as XYZ:
```
6
CH2NO2, DFT the ωB97M-V functional and the def2-TZVPD basis
O 1.356 -0.077 -0.892
O -0.234 -0.194 1.459
N -1.000 0.377 -1.048
C 0.168 0.108 -1.061
H -0.820 -0.318 0.588
H 0.530 0.103 0.953
```


Version b
Formula: CH2NO2
Source: the OMol25 dataset
Level of theory: the ωB97M-V functional and the def2-TZVPD basis

Output
multiplicity: 1
total charge: -1
HOMO: -3.141 eV

Geometry as XYZ:
```
6
CH2NO2, DFT the ωB97M-V functional and the def2-TZVPD basis
O -1.421 -0.257 -1.224
O -1.120 -0.134 1.036
N 1.005 0.487 -0.187
C -0.909 -0.103 -0.174
H 0.998 0.448 0.872
H 1.448 -0.440 -0.323
```


On energetic grounds, version a is preferred over the next structure by 15.8 kcal/mol.


Version a
Formula: C25H28N4O5S
Source: the OMol25 dataset
Level of theory: the ωB97M-V functional and the def2-TZVPD basis

Output
multiplicity: 1
total charge: 0
HOMO: -7.992 eV
SMILES string: COc1ccc(/C=C(\C#N)C(=O)Nc2cc(S(=O)(=O)N3CCOCC3)ccc2N2CCCC2)cc1

Geometry as XYZ:
```
63
C25H28N4O5S, DFT the ωB97M-V functional and the def2-TZVPD basis
S -1.818 1.451 0.283
O -2.359 1.745 1.584
O -2.320 0.296 -0.408
O -4.077 4.602 -0.353
O 2.299 -1.467 -3.482
O -4.113 -4.206 1.544
N 2.546 0.107 -1.879
N -1.970 2.752 -0.779
N 2.553 -2.179 0.804
N 4.048 0.632 0.618
C 4.673 0.444 1.917
C 4.952 0.257 -0.455
C 2.726 0.886 0.490
C -0.052 1.342 0.395
C 6.318 0.190 0.222
C 1.992 0.700 -0.709
C -2.216 -3.219 -1.439
C -5.337 -4.646 1.006
C 1.895 -2.017 -0.127
C -3.155 -3.750 0.704
C -1.724 4.039 -0.160
C -1.980 -3.289 1.309
C 0.630 0.949 -0.737
C -3.156 2.750 -1.614
C -3.260 -3.712 -0.685
C -0.007 -2.217 -1.688
C 2.067 -1.073 -2.362
C -2.981 4.573 0.536
C 1.999 1.347 1.611
C 5.957 -0.321 1.611
C -4.358 3.312 -0.851
C -0.943 -2.807 0.551
C 1.240 -1.822 -1.351
C 0.639 1.545 1.576
C -1.034 -2.766 -0.847
H -2.948 3.364 -2.496
H -2.833 5.602 0.869
H 2.522 1.521 2.536
H 4.931 1.003 -1.253
H 4.688 -0.722 -0.868
H -4.154 -4.052 -1.184
H 0.093 1.844 2.457
H -0.057 -2.437 1.041
H -3.335 1.717 -1.911
H 3.059 0.677 -2.537
H -5.199 -5.508 0.346
H -2.314 -3.188 -2.514
H 4.900 1.416 2.374
H -4.602 2.632 -0.021
H 7.006 -0.463 -0.308
H 6.758 1.186 0.289
H -0.914 3.911 0.560
H -1.407 4.733 -0.946
H -3.209 3.930 1.397
H 0.069 0.787 -1.644
H -5.845 -3.845 0.459
H -5.223 3.421 -1.507
H 4.014 -0.120 2.580
H -0.290 -2.051 -2.722
H -1.919 -3.311 2.385
H 5.747 -1.390 1.571
H -5.945 -4.941 1.860
H 6.734 -0.139 2.350
```


Version b
Formula: C25H28N4O5S
Source: the OMol25 dataset
Level of theory: the ωB97M-V functional and the def2-TZVPD basis

Output
multiplicity: 1
total charge: 0
HOMO: -7.857 eV
SMILES string: CC(=O)Nc1ccc(NC(=O)CS(=O)(=O)c2cn(CC(=O)N3CCCCC3)c3ccccc23)cc1

Geometry as XYZ:
```
63
C25H28N4O5S, DFT the ωB97M-V functional and the def2-TZVPD basis
S 4.718 1.209 0.509
O 5.308 2.012 1.544
O 5.464 0.055 0.056
O -2.298 -1.549 0.193
O 2.473 2.489 -2.222
O -0.137 2.538 -0.147
N -2.188 2.432 0.760
N 0.926 0.584 1.449
N -1.121 -2.915 -1.191
N 3.306 0.391 -1.870
C -2.150 -2.623 -0.355
C 1.399 -3.073 1.704
C 0.876 0.132 -1.826
C -3.206 1.889 1.631
C 1.227 -2.614 -1.662
C -0.900 2.053 0.664
C 3.317 1.755 -1.769
C 1.363 -0.716 1.471
C 4.507 2.261 -0.986
C 2.767 -3.086 1.423
C 1.981 1.394 1.170
C 2.318 -1.791 -1.848
C -0.040 -2.066 -1.494
C 3.455 -1.923 1.164
C -3.716 2.541 -1.137
C -0.438 0.985 1.668
C 2.157 -0.408 -1.887
C -2.734 3.313 -0.257
C -3.103 -3.784 -0.164
C -4.211 1.067 0.820
C 2.749 -0.721 1.184
C -0.210 -0.693 -1.616
C -4.822 1.934 -0.278
C 3.112 0.643 0.990
C 0.681 -1.898 1.738
H -3.940 -3.465 0.451
H 1.865 2.457 1.099
H -3.723 2.734 2.104
H -3.176 1.746 -1.654
H -1.902 3.699 -0.846
H -4.137 3.212 -1.887
H 5.442 2.157 -1.532
H 0.736 1.198 -1.885
H -4.989 0.691 1.485
H 3.308 -2.216 -1.921
H -1.008 -3.879 -1.469
H 4.512 -1.921 0.952
H -2.766 1.278 2.416
H 0.896 -4.007 1.910
H -0.374 -1.904 1.963
H -5.493 1.336 -0.897
H 4.140 -0.086 -1.539
H -1.194 -0.265 -1.519
H 4.358 3.294 -0.686
H 1.364 -3.685 -1.607
H -3.474 -4.131 -1.125
H -3.245 4.146 0.237
H -3.693 0.214 0.381
H -1.068 0.102 1.533
H -0.557 1.374 2.687
H -2.592 -4.606 0.333
H 3.291 -4.030 1.416
H -5.410 2.736 0.175
```


On energetic grounds, version b is preferred over the next structure by 73.6 kcal/mol.


Version a
Formula: C5H10OS2
Source: the OMol25 dataset
Level of theory: the ωB97M-V functional and the def2-TZVPD basis

Output
multiplicity: 1
total charge: 0
HOMO: -8.723 eV

Geometry as XYZ:
```
18
C5H10OS2, DFT the ωB97M-V functional and the def2-TZVPD basis
S 2.736 -1.137 -0.637
S 1.572 1.606 -0.795
O 2.916 -0.926 0.853
C -1.875 0.122 -0.849
C 1.974 0.078 -1.370
C -1.069 -1.812 0.710
C -1.131 -0.906 -0.598
C 0.707 1.889 0.894
H -1.684 0.713 -1.735
H -0.112 2.575 0.834
H -0.053 -2.068 0.997
H 1.452 2.189 1.642
H -1.299 -1.196 1.520
H 0.424 1.653 -1.514
H -1.721 -2.647 0.455
H 0.250 0.856 1.050
H -2.719 0.236 -0.187
H -0.370 -1.226 -1.269
```


Version b
Formula: C5H10OS2
Source: the OMol25 dataset
Level of theory: the ωB97M-V functional and the def2-TZVPD basis

Output
multiplicity: 1
total charge: 0
HOMO: -8.669 eV
SMILES string: CS[C@H]1CCSCO1

Geometry as XYZ:
```
18
C5H10OS2, DFT the ωB97M-V functional and the def2-TZVPD basis
S 0.742 2.436 -0.725
S -1.580 -0.720 0.250
O -0.277 1.276 1.529
C -0.687 2.226 0.394
C 0.001 0.033 0.850
C 1.174 0.031 -0.121
C 1.153 0.885 -1.348
C -1.012 -2.390 0.109
H 2.026 0.310 0.509
H -0.136 -2.467 -0.524
H 1.038 -0.940 -0.566
H -0.881 -2.871 1.140
H 2.037 0.698 -1.898
H 0.207 -0.700 1.623
H 0.329 0.424 -1.848
H -1.562 -3.172 -0.382
H -1.641 1.801 0.014
H -0.933 3.140 0.992
```


On energetic grounds, version b is preferred over the next structure by 68.7 kcal/mol.